{
  "formula": "C20H24N4O2PtS5",
  "method": "ωB97M-V with the def2-TZVPD basis set",
  "charge": 2,
  "mol_weight_g_mol": 707.9,
  "de_lowest_kcal_mol": 68.7,
  "lumo_energy_ev": [-8.80, -8.77],
  "orbital_gap_ev": [4.805, 4.834],
  "homo_energy_ev": [-13.6, -13.6],
  "species": ["Pt", "N", "C", "S", "N", "N", "C", "C", "C", "C", "C", "C", "N", "H", "H", "H", "H", "H", "H", "H", "C", "C", "S", "C", "C", "S", "C", "C", "S", "H", "H", "H", "H", "H", "H", "H", "H", "H", "H", "H", "H", "O", "C", "O", "C", "C", "C", "C", "S", "C", "C", "H", "H", "H", "H", "H"],
  "coordinates": [[-0.325, -0.497, 0.320], [-2.090, 0.766, 4.320], [-1.659, 0.611, 3.075], [-1.074, -0.984, 2.648], [-1.716, 1.594, 2.238], [-1.202, 1.429, 1.037], [-1.260, 2.372, 0.176], [-0.675, 2.189, -1.127], [-0.732, 3.188, -2.091], [-0.169, 2.961, -3.337], [0.411, 1.728, -3.592], [0.425, 0.780, -2.582], [-0.084, 1.009, -1.375], [-2.086, -0.005, 4.966], [-2.457, 1.654, 4.628], [-1.747, 3.311, 0.419], [-1.220, 4.124, -1.857], [-0.186, 3.730, -4.097], [0.837, 1.492, -4.556], [0.848, -0.200, -2.759], [3.731, -0.630, -1.480], [3.792, 0.069, -0.125], [2.234, 0.252, 0.837], [2.402, -0.987, 2.154], [2.227, -2.428, 1.722], [0.614, -2.809, 0.937], [1.086, -3.570, -0.653], [1.716, -2.598, -1.637], [3.523, -2.433, -1.396], [4.688, -0.484, -1.981], [2.948, -0.215, -2.111], [4.116, 1.098, -0.283], [4.505, -0.422, 0.536], [1.653, -0.696, 2.889], [3.388, -0.856, 2.602], [2.265, -3.066, 2.608], [3.005, -2.738, 1.032], [0.145, -3.958, -1.044], [1.741, -4.414, -0.429], [1.258, -1.619, -1.513], [1.560, -2.943, -2.659], [-6.700, -5.210, 1.432], [-6.610, -4.680, 0.210], [-7.473, -4.824, -0.604], [-5.375, -3.874, -0.114], [-5.026, -3.757, -1.455], [-3.918, -3.025, -1.833], [-3.157, -2.369, -0.860], [-1.828, -1.392, -1.421], [-3.517, -2.469, 0.483], [-4.623, -3.213, 0.852], [-5.917, -5.094, 1.978], [-5.641, -4.248, -2.197], [-3.647, -2.941, -2.878], [-2.937, -1.949, 1.225], [-4.902, -3.238, 1.898]],
  "mulliken_charge": [1.05, -0.37, 0.88, -0.48, -1.55, 0.84, -0.44, 0.83, -0.92, -0.42, -1.17, -0.26, 0.15, 0.21, 0.26, 0.43, 0.51, 0.46, 0.49, 0.80, -0.26, -0.79, 0.23, -0.99, -0.51, 0.05, -0.93, 1.14, -0.11, 0.50, -0.09, 0.52, 0.43, 0.35, 0.61, 0.50, 0.28, 0.42, 0.54, -1.49, 0.54, -0.45, 0.59, -0.50, 0.59, -0.92, -0.85, 1.07, -0.19, -0.38, -0.95, 0.30, 0.47, 0.43, 0.22, 0.35]
}

{
  "formula": "C20H24N6O4S2",
  "method": "ωB97M-V with the def2-TZVPD basis set",
  "mol_weight_g_mol": 476.6,
  "de_lowest_kcal_mol": 32.8,
  "lumo_energy_ev": 0.17,
  "orbital_gap_ev": 8.869,
  "smiles": "CCn1c(SCC(=O)Nc2cc(C)on2)nnc1-c1ccc(S(=O)(=O)N2CCCC2)cc1",
  "homo_energy_ev": -8.7,
  "species": ["C", "C", "N", "C", "S", "C", "C", "O", "N", "C", "C", "C", "C", "O", "N", "N", "N", "C", "C", "C", "C", "C", "S", "O", "O", "N", "C", "C", "C", "C", "C", "C", "H", "H", "H", "H", "H", "H", "H", "H", "H", "H", "H", "H", "H", "H", "H", "H", "H", "H", "H", "H", "H", "H", "H", "H"],
  "coordinates": [[-2.242, -2.005, -2.726], [-1.678, -2.898, -1.623], [-1.865, -2.316, -0.318], [-3.026, -2.298, 0.397], [-4.532, -2.942, -0.195], [-5.629, -2.152, 1.013], [-5.596, -0.625, 1.018], [-6.043, -0.007, 1.951], [-5.072, -0.065, -0.104], [-4.786, 1.269, -0.288], [-5.091, 2.378, 0.541], [-4.557, 3.434, -0.138], [-4.521, 4.887, 0.151], [-3.984, 2.994, -1.273], [-4.127, 1.647, -1.360], [-2.855, -1.723, 1.558], [-1.574, -1.365, 1.637], [-0.968, -1.705, 0.526], [0.446, -1.478, 0.280], [1.325, -1.629, 1.356], [2.679, -1.424, 1.179], [3.154, -1.064, -0.069], [4.916, -0.819, -0.275], [5.155, -0.352, -1.615], [5.603, -1.999, 0.158], [5.165, 0.375, 0.887], [6.510, 0.428, 1.442], [7.233, 1.612, 0.767], [6.192, 2.202, -0.193], [4.866, 1.702, 0.385], [2.297, -0.886, -1.136], [0.938, -1.090, -0.965], [-3.328, -1.985, -2.682], [-1.877, -0.984, -2.628], [-1.945, -2.393, -3.696], [-0.607, -3.065, -1.763], [-2.189, -3.866, -1.637], [-5.358, -2.500, 2.009], [-6.637, -2.494, 0.774], [-4.753, -0.668, -0.854], [-5.609, 2.358, 1.474], [-5.170, 5.423, -0.541], [-3.510, 5.268, 0.026], [-4.858, 5.067, 1.167], [0.922, -1.903, 2.317], [3.381, -1.543, 1.988], [6.427, 0.578, 2.522], [6.990, -0.533, 1.259], [8.125, 1.285, 0.236], [7.529, 2.347, 1.515], [6.314, 1.782, -1.191], [6.238, 3.287, -0.251], [4.535, 2.321, 1.224], [4.070, 1.638, -0.356], [2.708, -0.590, -2.089], [0.269, -0.915, -1.792]],
  "mulliken_charge": [-1.04, -0.97, 0.21, 0.32, -0.19, -0.67, 0.61, -0.63, -0.03, 0.42, -0.02, 0.14, -1.18, -0.18, -0.55, -0.31, -0.73, 0.20, 0.63, -0.81, -0.56, -0.25, 1.54, -0.69, -0.78, -0.03, -0.77, -0.44, -0.64, -0.75, -0.41, -0.36, 0.36, 0.33, 0.36, 0.59, 0.40, 0.35, 0.47, 0.09, 0.45, 0.29, 0.33, 0.31, 0.47, 0.42, 0.34, 0.38, 0.28, 0.28, 0.26, 0.42, 0.42, 0.37, 0.54, 0.40]
}

{
  "formula": "C20H24NP2PtSTe",
  "method": "ωB97M-V with the def2-TZVPD basis set",
  "charge": -1,
  "mol_weight_g_mol": 695.1,
  "multiplicity": 3,
  "de_lowest_kcal_mol": 0.0,
  "lumo_energy_ev": [2.36, 2.34],
  "orbital_gap_ev": [3.479, 5.696],
  "homo_energy_ev": [-1.1, -3.4],
  "s2": 2.0265,
  "species": ["Pt", "C", "P", "C", "C", "C", "C", "C", "C", "C", "P", "C", "C", "H", "H", "H", "H", "H", "H", "H", "H", "H", "H", "H", "H", "H", "H", "H", "H", "C", "C", "C", "C", "C", "C", "C", "C", "C", "S", "C", "N", "H", "H", "H", "H", "H", "H", "H", "H", "Te"],
  "coordinates": [[-0.239, -1.169, -0.330], [3.285, -1.076, -0.809], [1.607, -1.244, -1.536], [1.907, -2.637, -2.671], [1.604, 0.226, -2.643], [2.504, 0.401, -3.694], [2.484, 1.552, -4.465], [1.569, 2.558, -4.184], [0.674, 2.397, -3.139], [0.676, 1.233, -2.372], [-0.506, 0.925, -1.015], [-0.164, 2.248, 0.190], [-2.112, 1.424, -1.699], [4.047, -1.008, -1.588], [3.483, -1.946, -0.181], [3.322, -0.187, -0.182], [2.827, -2.497, -3.242], [1.051, -2.745, -3.336], [1.971, -3.546, -2.075], [3.229, -0.373, -3.918], [3.181, 1.669, -5.286], [1.555, 3.461, -4.782], [-0.041, 3.184, -2.924], [-0.241, 3.244, -0.254], [0.834, 2.102, 0.603], [-0.880, 2.145, 1.007], [-2.111, 2.463, -2.036], [-2.863, 1.280, -0.922], [-2.359, 0.757, -2.524], [1.796, -0.354, 2.318], [0.394, -0.334, 2.846], [0.130, 0.034, 4.144], [-1.191, 0.021, 4.626], [-2.229, -0.397, 3.758], [-3.578, -0.454, 4.160], [-4.568, -0.870, 3.285], [-4.239, -1.238, 1.990], [-2.909, -1.188, 1.552], [-2.587, -1.665, -0.119], [-1.882, -0.770, 2.419], [-0.578, -0.719, 1.977], [2.512, -0.071, 3.091], [1.900, 0.334, 1.473], [2.044, -1.352, 1.944], [0.955, 0.322, 4.786], [-1.424, 0.304, 5.645], [-3.825, -0.168, 5.178], [-5.601, -0.914, 3.612], [-5.003, -1.575, 1.300], [-0.414, -3.787, 0.022]],
  "mulliken_charge": [1.03, -1.40, 1.10, -1.31, -0.02, -0.48, -0.74, -0.73, -0.63, 0.26, 0.64, -1.34, -1.33, 0.48, 0.39, 0.32, 0.45, 0.31, 0.43, 0.25, 0.38, 0.37, 0.28, 0.47, 0.30, 0.36, 0.43, 0.38, 0.35, -0.74, 0.37, -0.56, -1.31, 0.98, -0.75, -0.55, -0.69, 1.14, -0.58, -0.71, -0.13, 0.37, -0.23, 0.14, 0.35, 0.31, 0.30, 0.34, 0.35, -0.42]
}